# 1
Formula: C51H47N14O2PbTe
Source: the Open Molecules 2025 dataset
Level of theory: ωB97M-V/def2-TZVPD

Last column: Mulliken charge in e.
Positions of all 116 atoms, in Å:
Pb1 6.12879 -11.54633 19.55542  1.67
C1 10.92910 -10.90647 18.17670  -0.49
C2 9.55732 -10.88915 17.96388  -0.50
N1 8.73030 -10.51959 18.95517  0.00
C3 9.27317 -9.89725 20.05042  0.02
C4 10.69072 -9.83577 20.15120  -0.36
N2 11.49413 -10.37340 19.23233  -0.51
C5 8.38761 -9.42197 21.08286  0.37
C6 8.95726 -9.03041 22.32345  -0.57
C7 8.14843 -8.57709 23.35395  0.54
C8 6.79222 -8.44054 23.09383  -0.53
C9 6.26908 -8.91652 21.89290  0.61
N3 7.04814 -9.49030 20.94001  -0.27
C10 4.81319 -8.85977 21.64091  -0.11
C11 3.95149 -8.19348 22.52315  -0.30
N4 2.64408 -8.11666 22.33374  -0.54
C12 2.13536 -8.67922 21.24784  -0.61
C13 2.99636 -9.28768 20.29469  -0.24
N5 4.28504 -9.41253 20.52223  -0.08
C14 8.74872 -8.26513 24.66504  0.54
C15 10.03161 -7.75928 24.85728  -0.50
C16 10.57699 -7.56337 26.12404  -0.41
N6 9.91126 -7.88028 27.23182  -0.50
C17 8.62207 -8.21486 27.10293  -0.40
C18 8.00873 -8.38607 25.87878  -0.62
H1 11.57659 -11.41563 17.47511  0.45
H2 9.05096 -11.23230 17.07868  0.60
H3 11.25485 -9.39828 20.98594  0.49
H4 10.01945 -9.09871 22.49161  0.46
H5 6.17502 -7.98760 23.84884  0.64
H6 4.24151 -7.71886 23.47831  0.40
H7 1.06904 -8.58719 21.12349  0.48
H8 2.65436 -9.59512 19.33051  0.45
H9 10.65746 -7.51470 24.01972  0.50
H10 11.61209 -7.25737 26.26269  0.38
H11 8.12197 -8.45568 28.05690  0.35
H12 6.96436 -8.63925 25.84481  0.38
N7 2.43488 -13.06799 22.52335  -0.26
C19 3.29841 -14.12225 22.35529  0.63
N8 2.80312 -15.34816 22.53981  -0.63
C20 3.68146 -16.37506 22.48372  0.43
N9 3.24370 -17.56721 22.91587  -0.29
N10 4.96755 -16.35639 22.05461  -0.53
C21 5.45034 -15.18257 21.78150  0.17
N11 4.71795 -13.99703 22.02108  0.30
C22 6.81293 -15.07286 21.25885  0.60
C23 7.91421 -15.82580 21.77183  -0.58
C24 9.18829 -15.62626 21.22968  -0.88
C25 9.31655 -14.88478 20.01549  -1.00
C26 8.15127 -14.25119 19.56117  -0.20
N12 6.96582 -14.38844 20.12572  0.56
H13 1.56181 -13.33771 22.96063  0.34
H14 2.90349 -12.15787 22.62844  0.24
H15 2.33881 -17.74686 23.35677  0.28
H16 3.91909 -18.32269 22.87729  0.27
H17 7.74311 -16.46351 22.63912  0.59
H18 10.05423 -16.07429 21.68124  0.52
H19 10.25012 -14.89861 19.40779  0.53
H20 8.09621 -13.60737 18.68800  0.44
O1 4.73588 -11.86263 22.49808  -0.52
N13 5.30513 -12.73082 21.78310  0.00
C27 11.86339 -17.40087 16.21781  -1.54
C28 10.51501 -16.69772 16.14093  0.07
C29 9.35680 -17.22812 16.80470  -0.77
C30 8.06173 -16.65737 16.74138  0.78
C31 6.86608 -17.28159 17.40253  -1.34
C32 7.93343 -15.48700 15.93509  0.97
Te1 6.02915 -14.47417 15.34864  0.67
N14 5.98110 -12.99654 16.79210  0.26
C33 4.95905 -12.11337 16.69894  0.28
O2 4.65960 -11.40300 17.78757  -0.67
C34 4.06473 -11.84552 15.54668  0.44
C35 2.72686 -11.41688 15.76580  -0.62
C36 1.83894 -11.08545 14.72640  -0.77
C37 2.23877 -11.18575 13.39610  -0.46
C38 3.54514 -11.59753 13.13326  -0.93
C39 4.44401 -11.91712 14.17703  0.21
C40 4.43935 -15.88080 15.74977  0.59
C41 4.24792 -16.77496 14.68973  0.95
C42 5.10260 -16.64845 13.40929  -1.86
C43 3.23110 -17.76610 14.77164  -0.90
C44 2.38175 -17.86272 15.88017  -0.13
C45 1.29093 -18.92625 16.04411  -1.47
C46 2.61898 -16.90132 16.90984  -1.04
C47 3.58529 -15.87382 16.86775  0.83
C48 3.58727 -14.88937 17.99224  -0.47
C49 9.05995 -14.88639 15.34711  1.07
C50 8.96002 -13.62192 14.51423  -2.24
C51 10.31167 -15.48895 15.47883  -0.86
H21 11.95825 -17.99488 17.11651  0.42
H22 12.73921 -16.71677 16.26278  0.40
H23 11.99094 -18.03931 15.36696  0.35
H24 9.46971 -18.19560 17.36214  0.42
H25 7.16631 -17.97086 18.20086  0.52
H26 6.32405 -17.90853 16.67008  0.39
H27 6.17845 -16.58963 17.89198  -0.09
H28 2.35609 -11.31574 16.78545  0.35
H29 0.80452 -10.83236 14.97240  0.43
H30 1.56727 -10.92230 12.56825  0.44
H31 3.89917 -11.71941 12.11372  0.47
H32 5.46430 -12.13467 13.83308  0.68
H33 6.11386 -16.92141 13.64250  0.44
H34 5.03224 -15.64055 12.98207  0.35
H35 4.76016 -17.39792 12.71337  0.53
H36 3.10679 -18.35048 13.84597  0.40
H37 1.15952 -19.45603 15.09881  0.39
H38 0.34534 -18.49414 16.42006  0.38
H39 1.64010 -19.68467 16.75652  0.34
H40 2.05433 -16.92603 17.85233  0.43
H41 2.82075 -15.17044 18.73581  0.55
H42 3.33661 -13.87219 17.65618  -0.03
H43 4.55125 -14.85797 18.53040  -0.21
H44 8.26884 -12.89063 14.95322  0.41
H45 8.61949 -13.84012 13.52029  0.41
H46 9.96765 -13.17714 14.44841  0.51
H47 11.13951 -14.98034 14.94931  0.46

**Total charge**: +4
**HOMO-LUMO gap (spin up / spin down)**: 4.1023 / 2.4327 eV
**Multiplicity**: 2
**ΔE to the lowest compared entry with this formula, charge and spin**: 0.00 kcal per mole

# 2
Formula: C51H47N6P2S2ScSi
Source: the Open Molecules 2025 dataset
Level of theory: ωB97M-V/def2-TZVPD

Last column: Mulliken charge in e.
Positions of all 110 atoms, in Å:
Sc1 0.46953 0.03118 -0.76613  -1.41
C1 1.42073 -3.82448 -1.44886  -1.51
Si1 0.16142 -2.67492 -0.60198  3.42
C2 0.21571 -3.26896 1.22208  0.63
C3 -0.02866 -4.61192 1.53617  -0.80
C4 0.02297 -5.08199 2.83533  -0.97
C5 0.33068 -4.21294 3.87805  -1.01
C6 0.57888 -2.88146 3.60379  -0.26
C7 0.51909 -2.40777 2.28756  -0.11
P1 0.82070 -0.66865 1.86217  2.01
C8 -0.06068 0.33874 3.09189  0.83
C9 -1.06188 1.18530 2.63536  0.26
C10 -1.73799 2.03516 3.50087  -0.98
C11 -1.41487 2.04055 4.84836  -0.95
C12 -0.41900 1.19496 5.32388  -0.93
C13 0.25887 0.35679 4.45259  -0.62
C14 2.64506 -0.25337 2.09912  1.33
C15 3.47673 -1.51356 2.23824  -0.93
C16 4.80396 -1.62174 2.37647  -0.85
C17 5.79825 -0.55358 2.36344  -0.84
C18 5.53439 0.72519 2.10432  -1.43
C19 4.16343 1.30872 1.91883  0.10
C20 -1.54118 -3.25202 -1.22056  0.63
C21 -1.84588 -4.60759 -1.40534  -0.77
C22 -3.12712 -5.02698 -1.71755  -0.93
C23 -4.15558 -4.09787 -1.85023  -0.83
C24 -3.87862 -2.75174 -1.70330  -0.34
C25 -2.57818 -2.33667 -1.40233  -0.97
P2 -2.20016 -0.56406 -1.39461  2.40
C26 -2.46800 -0.07167 -3.13444  0.34
C27 -2.47317 1.26874 -3.52979  -0.24
C28 -2.59214 1.61201 -4.86786  -1.02
C29 -2.69347 0.62296 -5.83717  -0.81
C30 -2.67637 -0.71037 -5.45776  -0.88
C31 -2.56200 -1.05690 -4.11854  -0.60
C32 -3.58211 0.12387 -0.42257  -0.08
C33 -3.64437 -0.28282 0.91202  -0.53
C34 -4.66021 0.16788 1.73988  -0.57
C35 -5.62551 1.03536 1.24299  -0.76
C36 -5.58004 1.43035 -0.08633  -0.73
C37 -4.56689 0.97251 -0.92061  -0.14
H1 1.20310 -4.87709 -1.23581  0.51
H2 2.43812 -3.63892 -1.08807  0.30
H3 1.40317 -3.70603 -2.53757  0.35
H4 -0.27485 -5.31289 0.74252  0.21
H5 -0.17530 -6.12706 3.04287  0.47
H6 0.37667 -4.57641 4.89777  0.45
H7 0.82362 -2.22189 4.42207  0.30
H8 -1.33616 1.17328 1.59013  0.04
H9 -2.52242 2.68159 3.12248  0.59
H10 -1.93597 2.70142 5.53073  0.46
H11 -0.16455 1.19661 6.37727  0.47
H12 1.05880 -0.26081 4.84059  0.39
H13 2.92332 -2.44141 2.23216  0.22
H14 5.19440 -2.62811 2.49089  0.46
H15 6.82675 -0.84496 2.54690  0.45
H16 6.35472 1.43747 2.09311  0.50
H17 4.23722 2.38614 1.79286  0.54
H18 -1.06562 -5.35792 -1.30560  0.32
H19 -3.33265 -6.08265 -1.85260  0.46
H20 -5.16246 -4.42561 -2.07912  0.46
H21 -4.66806 -2.01948 -1.83276  0.49
H22 -2.39901 2.06129 -2.79761  0.46
H23 -2.61577 2.65768 -5.15317  0.48
H24 -2.79255 0.89236 -6.88212  0.43
H25 -2.76070 -1.49059 -6.20493  0.49
H26 -2.55094 -2.10382 -3.84459  0.34
H27 -2.90799 -0.97922 1.30252  0.31
H28 -4.70368 -0.16583 2.76998  0.52
H29 -6.42365 1.38560 1.88659  0.43
H30 -6.34679 2.08340 -0.48545  0.48
H31 -4.56942 1.26177 -1.96439  0.47
C38 5.11597 -0.10106 -0.68968  -2.02
C39 3.67197 -0.01659 -0.32916  -0.04
N1 2.74295 -0.46276 -1.08420  1.44
N2 3.12639 -1.15287 -2.21081  -0.81
C40 2.32027 -1.20577 -3.28229  0.09
N3 2.75652 -1.90511 -4.32176  -0.33
S1 0.82796 -0.41497 -3.34438  -0.26
C41 3.16727 0.66259 0.92304  0.34
C42 3.18624 0.87543 3.07306  0.05
C43 2.37934 2.07574 3.44464  -1.22
C44 1.78747 2.88606 2.56219  -1.16
C45 1.57356 2.50116 1.17992  0.34
N4 2.05450 1.52849 0.48227  0.01
H32 5.56285 -1.04059 -0.35195  0.33
H33 5.67851 0.69792 -0.21778  0.42
H34 5.23505 -0.01406 -1.76988  0.76
H35 3.99237 -1.65828 -2.18954  0.35
H36 3.63127 -2.40565 -4.32205  0.20
H37 2.16243 -1.98840 -5.12885  0.26
H38 3.67734 0.45687 3.94547  0.79
H39 2.39068 2.36190 4.49083  0.55
H40 1.29398 3.79484 2.88417  0.60
H41 0.80126 3.07908 0.67808  -0.06
N5 -0.59780 7.10002 -2.41941  -0.33
C46 -0.58787 6.42760 -1.26205  -0.33
S2 -0.56012 7.09905 0.22739  -0.27
C47 -0.53647 4.93919 -1.38089  0.24
C48 0.44104 4.30577 -2.14139  -0.96
C49 0.54382 2.92803 -2.08320  -0.55
N6 -0.27685 2.16553 -1.35480  2.24
C50 -1.26846 2.78043 -0.68439  -0.02
C51 -1.42428 4.14847 -0.65815  -1.20
H42 -0.62576 8.10690 -2.39832  0.23
H43 -0.72604 6.63761 -3.30277  0.22
H44 1.15123 4.87422 -2.72904  0.52
H45 1.32024 2.40757 -2.62962  0.36
H46 -1.96133 2.14764 -0.14747  -0.35
H47 -2.20522 4.60392 -0.06240  0.58

**Total charge**: +2
**HOMO-LUMO gap**: 6.6645 eV
**ΔE to the lowest compared entry with this formula, charge and spin**: 31.50 kcal per mole